Molecular formula: C4H8S
Method: DFT, the ωB97M-V functional and the def2-TZVPD basis

Summary:
Orbital gap (alpha / beta) = 0.2168 / 0.2169 Eh
Energy relative to the best compared isomer or geometry (same formula, charge and spin) = 412.9 kJ/mol
Highest occupied orbital energy (alpha / beta) = -7.67 / -7.67 eV
Largest force on an atom = 0.1139 Eh/bohr
Total energy = -555.21267 Ha

```
13
C4H8S the ωB97M-V functional and the def2-TZVPD basis
C 0.415 -0.383 1.192
C -0.503 0.798 1.374
C -0.742 -0.142 0.154
C -0.465 0.345 -1.139
S 1.590 -1.696 -2.241
H 1.374 -0.105 0.798
H 0.341 -1.333 1.867
H -1.227 0.644 2.139
H -0.375 1.899 1.050
H -1.447 -0.855 0.370
H 0.303 1.148 -1.142
H -0.956 0.019 -1.927
H 1.691 -0.338 -2.496
```

For reference, the Mulliken charges in units of e are:
1 C -0.40
2 C -0.54
3 C 0.40
4 C -1.32
5 S -0.46
6 H 0.25
7 H 0.23
8 H 0.26
9 H 0.25
10 H 0.50
11 H 0.33
12 H 0.47
13 H 0.04

Molecular formula: C4H8S
Method: DFT, the ωB97M-V functional and the def2-TZVPD basis

Summary:
Orbital gap = 0.3732 Eh
Energy relative to the best compared isomer or geometry (same formula, charge and spin) = 94.0 kJ/mol
Highest occupied orbital energy = -9.07 eV
SMILES string = C/C=C/CS
Largest force on an atom = 0.0919 Eh/bohr
Total energy = -555.33413 Ha

```
13
C4H8S the ωB97M-V functional and the def2-TZVPD basis
C -2.161 0.471 0.256
C -0.755 0.044 -0.352
C 0.379 0.075 0.248
C 1.627 -0.266 -0.449
S 3.019 -0.461 0.596
H -2.317 0.642 1.333
H -2.322 1.488 -0.052
H -2.968 -0.107 -0.245
H -0.855 -0.308 -1.337
H 0.385 0.671 1.181
H 1.319 -1.142 -1.042
H 1.945 0.536 -1.076
H 2.704 -1.644 0.939
```

For reference, the Mulliken charges in units of e are:
1 C -1.18
2 C -0.35
3 C 0.09
4 C -0.54
5 S -0.21
6 H 0.33
7 H 0.32
8 H 0.29
9 H 0.35
10 H 0.25
11 H 0.34
12 H 0.24
13 H 0.09

Molecular formula: C4H8S2
Method: DFT, the ωB97M-V functional and the def2-TZVPD basis

Summary:
Orbital gap = 0.3350 Eh
Energy relative to the best compared isomer or geometry (same formula, charge and spin) = 155.9 kJ/mol
Highest occupied orbital energy = -8.30 eV
SMILES string = CS/C=C/CS
Largest force on an atom = 0.0639 Eh/bohr
Total energy = -953.52725 Ha

```
14
C4H8S2 the ωB97M-V functional and the def2-TZVPD basis
C 1.131 -0.472 -2.126
S 1.688 1.010 -1.300
C 0.903 0.876 0.287
C 0.246 -0.151 0.761
C -0.905 -0.059 1.707
S -2.468 0.016 0.725
H 1.072 -0.146 -3.180
H 1.827 -1.361 -2.142
H 0.173 -0.827 -1.941
H 0.955 1.836 0.672
H 0.461 -1.126 0.331
H -0.762 0.882 2.210
H -0.973 -0.961 2.324
H -3.348 0.485 1.669
```

For reference, the Mulliken charges in units of e are:
1 C -0.93
2 S -0.06
3 C -0.22
4 C -0.43
5 C -0.58
6 S -0.24
7 H 0.30
8 H 0.29
9 H 0.38
10 H 0.29
11 H 0.37
12 H 0.36
13 H 0.34
14 H 0.13

Molecular formula: C4H8S2
Method: DFT, the ωB97M-V functional and the def2-TZVPD basis

Summary:
Orbital gap (alpha / beta) = 0.1982 / 0.2450 Eh
Energy relative to the best compared isomer or geometry (same formula, charge and spin) = 269.7 kJ/mol
Spin multiplicity = 3
Highest occupied orbital energy (alpha / beta) = -4.52 / -9.25 eV
Largest force on an atom = 0.0944 Eh/bohr
Total energy = -953.33769 Ha

```
14
C4H8S2 the ωB97M-V functional and the def2-TZVPD basis
C 1.168 0.175 -0.582
C -0.170 -0.515 0.311
C 1.711 1.502 0.008
C -1.470 -1.093 -0.182
S 1.370 -1.447 0.179
S -2.965 -0.092 0.098
H 0.833 0.127 -1.645
H -0.112 -0.034 1.355
H 1.775 1.609 1.174
H 1.158 2.418 -0.456
H 2.683 1.430 -0.543
H -1.664 -2.165 0.176
H -1.405 -1.321 -1.258
H -2.913 -0.593 1.366
```

For reference, the Mulliken charges in units of e are:
1 C -0.24
2 C 0.04
3 C -0.83
4 C -0.81
5 S -0.18
6 S -0.18
7 H 0.37
8 H 0.25
9 H 0.30
10 H 0.24
11 H 0.26
12 H 0.33
13 H 0.33
14 H 0.13

Molecular formula: C4H8S2
Method: DFT, the ωB97M-V functional and the def2-TZVPD basis

Summary:
Orbital gap (alpha / beta) = 0.2260 / 0.2751 Eh
Energy relative to the best compared isomer or geometry (same formula, charge and spin) = 425.0 kJ/mol
Spin multiplicity = 3
Highest occupied orbital energy (alpha / beta) = -5.45 / -9.69 eV
Largest force on an atom = 0.2050 Eh/bohr
Total energy = -953.27853 Ha

```
14
C4H8S2 the ωB97M-V functional and the def2-TZVPD basis
C -2.564 1.155 0.911
C -2.315 1.812 -0.056
C 0.016 -1.416 -2.336
C 0.158 -0.983 -1.093
S 2.463 1.726 2.366
S 0.987 -2.187 0.112
H -3.087 0.435 1.510
H 1.876 -2.828 -0.664
H -1.817 2.453 -0.786
H -0.375 -0.804 -3.163
H 0.704 -2.117 -2.647
H -0.436 -0.222 -0.530
H 1.884 2.366 3.240
H 2.506 0.610 3.135
```

For reference, the Mulliken charges in units of e are:
1 C -0.32
2 C -0.38
3 C -0.91
4 C 0.23
5 S -0.26
6 S -0.18
7 H 0.34
8 H 0.13
9 H 0.37
10 H 0.30
11 H 0.25
12 H 0.18
13 H 0.11
14 H 0.14

Molecular formula: C4H8S3
Method: DFT, the ωB97M-V functional and the def2-TZVPD basis

Summary:
Orbital gap (alpha / beta) = 0.2614 / 0.2614 Eh
Energy relative to the best compared isomer or geometry (same formula, charge and spin) = 161.1 kJ/mol
Highest occupied orbital energy (alpha / beta) = -7.82 / -7.82 eV
Largest force on an atom = 0.0898 Eh/bohr
Total energy = -1351.69817 Ha

```
15
C4H8S3 the ωB97M-V functional and the def2-TZVPD basis
C -0.598 -0.960 0.101
C -1.005 -2.415 0.236
C 1.338 1.862 0.326
C 1.222 0.936 -0.814
S -3.749 0.440 0.474
S -1.713 0.383 0.183
S 1.060 -0.756 -0.358
H -0.362 -2.875 0.995
H -0.829 -2.900 -0.756
H -2.078 -2.418 0.444
H 2.367 1.898 0.963
H 1.272 2.861 0.067
H 0.595 1.835 1.142
H 2.126 0.974 -1.532
H 0.356 1.133 -1.470
```

For reference, the Mulliken charges in units of e are:
1 C 0.41
2 C -1.03
3 C -0.98
4 C -0.44
5 S -0.35
6 S -0.08
7 S -0.05
8 H 0.31
9 H 0.30
10 H 0.32
11 H 0.26
12 H 0.37
13 H 0.30
14 H 0.33
15 H 0.34

Molecular formula: C4H8S4
Method: DFT, the ωB97M-V functional and the def2-TZVPD basis

Summary:
Orbital gap = 0.3163 Eh
Energy relative to the best compared isomer or geometry (same formula, charge and spin) = 172.9 kJ/mol
Highest occupied orbital energy = -8.76 eV
SMILES string = S[C@@H]1CS1.CC(=S)S
Largest force on an atom = 0.0520 Eh/bohr
Total energy = -1749.87934 Ha

```
16
C4H8S4 the ωB97M-V functional and the def2-TZVPD basis
S 1.546 -0.906 0.730
C 3.004 -0.497 -0.186
C 4.074 0.423 0.393
S 3.139 1.128 -1.007
H 0.701 -0.918 -0.300
H 3.409 -1.230 -1.016
H 3.805 0.954 1.357
H 5.117 -0.013 0.358
C -4.225 0.087 -0.038
C -2.695 -0.073 -0.122
S -1.952 -1.198 -1.034
S -1.848 1.206 0.649
H -4.731 -0.865 -0.404
H -4.328 0.967 -0.728
H -4.422 0.412 1.022
H -0.592 0.523 0.326
```

For reference, the Mulliken charges in units of e are:
1 S -0.14
2 C 0.01
3 C -0.63
4 S -0.12
5 H 0.03
6 H 0.34
7 H 0.30
8 H 0.26
9 C -1.01
10 C 0.48
11 S -0.31
12 S -0.20
13 H 0.29
14 H 0.31
15 H 0.31
16 H 0.09

Molecular formula: C4H8Si
Method: DFT, the ωB97M-V functional and the def2-TZVPD basis

Summary:
Orbital gap = 0.3375 Eh
Energy relative to the best compared isomer or geometry (same formula, charge and spin) = 407.6 kJ/mol
Highest occupied orbital energy = -8.79 eV
Largest force on an atom = 0.0753 Eh/bohr
Total energy = -446.50108 Ha

```
13
C4H8Si the ωB97M-V functional and the def2-TZVPD basis
C -1.900 -0.180 0.547
C -1.146 -1.188 0.081
C -1.050 0.860 -0.017
C -0.116 -0.222 -0.427
Si 1.683 -0.122 0.241
H -2.767 -0.209 1.228
H -1.234 -2.210 0.202
H -1.468 1.499 -0.781
H -0.613 1.459 0.778
H 0.206 0.002 -2.251
H 2.171 -1.382 -0.029
H 1.503 0.312 1.656
H 2.474 0.962 -0.353
```

For reference, the Mulliken charges in units of e are:
1 C -0.19
2 C -0.75
3 C -0.65
4 C 0.14
5 Si 0.38
6 H 0.33
7 H 0.48
8 H 0.22
9 H 0.19
10 H 0.18
11 H -0.14
12 H -0.11
13 H -0.09

Molecular formula: C4H8Si
Method: DFT, the ωB97M-V functional and the def2-TZVPD basis

Summary:
Orbital gap = 0.3417 Eh
Energy relative to the best compared isomer or geometry (same formula, charge and spin) = 506.7 kJ/mol
Highest occupied orbital energy = -8.41 eV
SMILES string = C1=C2C[C@@H]12.[SiH4]
Largest force on an atom = 0.0888 Eh/bohr
Total energy = -446.46332 Ha

```
13
C4H8Si the ωB97M-V functional and the def2-TZVPD basis
C 1.865 1.091 0.557
C 1.564 -0.118 0.918
C 1.739 -0.746 -0.465
C 2.623 0.421 -0.408
H 1.964 1.961 1.205
H 0.893 -0.829 -1.026
H 2.291 -1.721 -0.371
H 3.655 0.537 -0.481
Si -2.390 0.163 -0.597
H -1.057 0.498 -0.545
H -2.720 -1.048 0.259
H -3.149 -0.003 -1.759
H -2.925 1.487 0.026
```

For reference, the Mulliken charges in units of e are:
1 C -0.10
2 C -0.36
3 C -0.22
4 C -0.27
5 H 0.31
6 H 0.23
7 H 0.18
8 H 0.25
9 Si 0.44
10 H -0.15
11 H -0.08
12 H -0.11
13 H -0.10

Molecular formula: C4H9AgO3
Method: DFT, the ωB97M-V functional and the def2-TZVPD basis

Summary:
Orbital gap (alpha / beta) = 0.2558 / 0.1625 Eh
Energy relative to the best compared isomer or geometry (same formula, charge and spin) = 160.5 kJ/mol
Spin multiplicity = 2
Highest occupied orbital energy (alpha / beta) = -12.59 / -12.59 eV
Largest force on an atom = 0.1114 Eh/bohr
Total energy = -530.07742 Ha
Charge = +1

```
17
C4H9AgO3 the ωB97M-V functional and the def2-TZVPD basis
O 1.556 -0.624 -0.360
C 0.187 -0.721 -0.077
C -0.418 0.666 0.048
C -1.874 0.629 0.515
C -2.812 0.049 -0.505
O -3.702 -0.732 -0.253
H 2.410 -1.325 0.008
H 0.049 -1.286 0.864
H -0.298 -1.301 -0.882
H -0.350 1.186 -0.922
H 0.162 1.247 0.782
H -1.985 0.084 1.463
H -2.650 0.389 -1.554
H -2.214 1.665 0.681
Ag 2.838 1.279 -0.557
O 4.161 -0.585 0.085
H 4.941 -0.621 0.663
```

For reference, the Mulliken charges in units of e are:
1 O -0.55
2 C -0.06
3 C -0.78
4 C -0.55
5 C -0.08
6 O -0.44
7 H 0.43
8 H 0.36
9 H 0.32
10 H 0.34
11 H 0.31
12 H 0.31
13 H 0.32
14 H 0.32
15 Ag 0.74
16 O -0.32
17 H 0.35

Molecular formula: C4H9BBrO4P
Method: DFT, the ωB97M-V functional and the def2-TZVPD basis

Summary:
Orbital gap = 0.3248 Eh
Highest occupied orbital energy = -8.75 eV
SMILES string = CC(=O)OCP(Br)CB(O)O
Largest force on an atom = 0.0922 Eh/bohr
Total energy = -3399.04185 Ha

```
20
C4H9BBrO4P the ωB97M-V functional and the def2-TZVPD basis
C 3.939 0.316 0.431
C 2.658 0.491 -0.498
O 2.861 0.535 -1.741
O 1.314 0.611 -0.054
C 0.825 -0.668 0.508
P -0.780 -1.269 -0.287
Br -0.142 -2.114 -2.322
C -1.974 0.155 -0.629
B -3.250 0.157 0.379
O -3.646 1.424 1.006
O -4.067 -0.983 0.687
H 4.381 1.320 0.760
H 3.661 -0.263 1.371
H 4.747 -0.198 -0.203
H 0.771 -0.535 1.640
H 1.610 -1.495 0.315
H -2.369 0.029 -1.708
H -1.502 1.202 -0.556
H -4.042 1.929 0.251
H -4.996 -0.644 0.650
```

For reference, the Mulliken charges in units of e are:
1 C -0.78
2 C 0.58
3 O -0.51
4 O -0.27
5 C -0.61
6 P 0.21
7 Br -0.25
8 C -0.56
9 B 0.47
10 O -0.56
11 O -0.52
12 H 0.28
13 H 0.29
14 H 0.30
15 H 0.35
16 H 0.36
17 H 0.34
18 H 0.28
19 H 0.31
20 H 0.31

Molecular formula: C4H9BiO3
Method: DFT, the ωB97M-V functional and the def2-TZVPD basis

Summary:
Orbital gap (alpha / beta) = 0.3311 / 0.0854 Eh
Highest occupied orbital energy (alpha / beta) = -18.76 / -14.75 eV
Largest force on an atom = 0.1137 Eh/bohr
Total energy = -597.32532 Ha
Charge = +2

```
17
C4H9BiO3 the ωB97M-V functional and the def2-TZVPD basis
O -1.230 0.509 -0.154
C -0.263 -0.483 -0.040
C 1.087 -0.022 -0.580
C 2.130 -1.143 -0.601
C 2.505 -1.634 0.766
O 2.640 -2.799 1.071
H -2.128 3.073 0.131
H -0.561 -1.407 -0.575
H -0.135 -0.774 1.024
H 1.451 0.822 0.028
H 0.959 0.354 -1.605
H 1.802 -1.995 -1.214
H 2.719 -0.835 1.514
H 3.063 -0.754 -1.043
Bi -3.104 0.745 -0.377
O -3.112 2.716 -0.020
H -3.856 3.315 -0.140
```

For reference, the Mulliken charges in units of e are:
1 O -0.42
2 C -0.35
3 C -0.62
4 C -0.43
5 C 0.07
6 O -0.19
7 H 0.46
8 H 0.35
9 H 0.33
10 H 0.34
11 H 0.33
12 H 0.34
13 H 0.38
14 H 0.35
15 Bi 1.19
16 O -0.52
17 H 0.39